No. 1
A molecular structure, C31H23F3N3PPtSe2, computed with wB97M-V/def2-TZVPD.

Last column: natural (NBO) charge in e.
Positions of all 64 atoms, in Å:
Pt 1.60626 0.42298 1.29565  0.612
Se -0.41666 -1.83088 1.48001  -0.556
P -1.65640 -0.20497 0.91502  1.030
Se -0.51308 1.66107 1.15675  -0.328
C -3.16114 -0.07070 1.92700  -0.430
C -4.08013 0.93918 1.64573  -0.190
C -5.24510 1.04234 2.38227  -0.199
C -5.50250 0.13567 3.40489  -0.201
C -4.58738 -0.86262 3.69227  -0.234
C -3.41506 -0.96695 2.95552  -0.133
C -2.33604 -0.33708 -0.76584  -0.435
C -2.04282 0.58569 -1.75975  -0.190
C -2.56786 0.42409 -3.03444  -0.202
C -3.39435 -0.65100 -3.31411  -0.199
C -3.70037 -1.57052 -2.31617  -0.231
C -3.17428 -1.41475 -1.04720  -0.129
H -3.88795 1.64055 0.84142  0.223
H -5.95953 1.82234 2.15603  0.215
H -6.42182 0.20786 3.97072  0.213
H -4.78872 -1.57432 4.48200  0.213
H -2.69210 -1.74813 3.16109  0.234
H -1.39265 1.42116 -1.53609  0.242
H -2.31527 1.13437 -3.81204  0.220
H -3.79915 -0.77832 -4.30962  0.216
H -4.34749 -2.41029 -2.53152  0.214
H -3.40553 -2.13978 -0.27517  0.217
N 4.04950 0.45516 3.50911  -0.563
C 2.81681 0.57910 4.11988  0.401
C 2.84416 0.71887 5.51828  -0.285
C 1.66021 0.75237 6.21010  -0.128
C 0.46872 0.63755 5.50189  -0.307
C 0.52741 0.53317 4.13531  0.164
N 1.67821 0.52891 3.43524  -0.525
C 4.50104 0.22327 2.22605  0.411
C 5.89857 0.17255 2.07975  -0.281
C 6.44591 -0.14477 0.86601  -0.130
C 5.58406 -0.42017 -0.19478  -0.282
C 4.23535 -0.31712 0.01212  0.082
N 3.67506 0.02027 1.20074  -0.487
H 4.80720 0.54570 4.16590  0.402
H 3.79592 0.78190 6.02736  0.214
H 1.66215 0.85525 7.28667  0.225
H -0.49404 0.63410 5.98924  0.234
H -0.37042 0.45566 3.53615  0.229
H 6.52351 0.38660 2.93635  0.214
H 7.51886 -0.18008 0.74143  0.226
H 5.94606 -0.69014 -1.17495  0.235
H 3.52927 -0.48563 -0.78824  0.255
F -1.39137 0.49269 -7.54497  -0.330
C -0.37708 -0.34694 -7.24480  0.975
F 0.60695 -0.07082 -8.12579  -0.328
F -0.80776 -1.58847 -7.52032  -0.325
C 0.07953 -0.19017 -5.82682  -0.195
C 0.03501 -1.25217 -4.93463  -0.124
C 0.47305 -1.07731 -3.63447  -0.207
C 0.96260 0.16037 -3.20562  -0.069
C 0.99725 1.22268 -4.11681  -0.200
C 0.55820 1.04889 -5.41436  -0.172
C 1.32420 0.34931 -1.84110  -0.230
C 1.43544 0.36569 -0.63125  -0.189
H -0.35419 -2.21077 -5.24784  0.222
H 0.41284 -1.88843 -2.92155  0.231
H 1.35732 2.18694 -3.78508  0.223
H 0.58162 1.87900 -6.10865  0.224

**HOMO-LUMO gap**: 6.747 eV
**2S+1**: 1
**LUMO level**: -0.01 eV
**E_tot**: -188373.268 eV
**HOMO**: -0.2482 Eh
**Energy relative to the best compared isomer or geometry (same formula, charge and spin)**: 6.1 kcal/mol


No. 2
A molecular structure, C31H24AuN3O6, computed with wB97M-V/def2-TZVPD.

Last column: natural (NBO) charge in e.
Positions of all 65 atoms, in Å:
Au 0.29035 0.83329 -0.92587  0.714
C -3.23368 1.14244 2.44971  -0.096
O -2.06751 1.89287 2.90466  -0.495
C -1.03956 1.24241 2.32073  0.522
N -1.22726 0.11959 1.78258  -0.437
C -2.63071 -0.21984 2.06733  -0.139
C -3.37554 -0.94887 0.98299  0.065
C -2.88282 -1.15029 -0.29407  -0.231
C -3.62827 -1.86612 -1.22664  -0.192
C -4.87549 -2.36812 -0.90003  -0.225
C -5.38212 -2.15411 0.37484  -0.210
C -4.63406 -1.45833 1.30590  -0.230
C 0.27176 1.94317 2.31813  0.152
C 0.59111 3.04374 3.10512  -0.186
C 1.84475 3.62021 2.94749  -0.168
C 2.72204 3.13052 1.98567  -0.201
C 2.28260 2.05485 1.23228  0.111
N 1.12385 1.46876 1.43072  -0.391
C 2.99070 1.47120 0.05836  0.590
N 2.39212 0.84035 -0.87798  -0.556
C 3.39488 0.36512 -1.83665  -0.113
C 4.71695 0.89778 -1.22744  -0.088
O 4.30921 1.61562 -0.03017  -0.459
C 3.37953 -1.13252 -2.01521  0.043
C 4.04326 -1.68050 -3.10779  -0.243
C 4.09200 -3.05407 -3.28321  -0.200
C 3.46691 -3.89157 -2.36969  -0.213
C 2.79798 -3.34862 -1.28317  -0.182
C 2.75589 -1.97267 -1.10156  -0.245
H -3.64521 1.65522 1.57839  0.235
H -3.94813 1.10610 3.26735  0.193
H -2.61560 -0.87998 2.94373  0.199
H -1.93072 -0.73309 -0.60398  0.223
H -3.22731 -2.00913 -2.22225  0.214
H -5.45419 -2.91497 -1.63310  0.211
H -6.35796 -2.53687 0.64548  0.210
H -5.02679 -1.31425 2.30690  0.201
H -0.12610 3.43420 3.81301  0.243
H 2.12958 4.46848 3.55461  0.227
H 3.68892 3.58081 1.81122  0.235
H 3.19304 0.83626 -2.80066  0.220
H 5.24218 1.59675 -1.87365  0.203
H 5.38589 0.09593 -0.92210  0.207
H 4.51656 -1.02752 -3.83309  0.209
H 4.60843 -3.47019 -4.13798  0.217
H 3.49603 -4.96394 -2.50914  0.217
H 2.29988 -3.99517 -0.57314  0.219
H 2.22275 -1.55768 -0.25541  0.232
O -3.70368 2.09334 -0.85821  -0.663
C -2.68789 1.71149 -1.42606  0.787
O -1.53297 1.73121 -0.83979  -0.849
C -2.78887 1.22399 -2.84490  -0.169
C -1.69702 1.13770 -3.69615  -0.185
C -1.83211 0.69158 -5.01898  -0.274
C -3.09263 0.34196 -5.42632  0.230
O -3.48193 -0.13510 -6.64939  -0.485
C -4.90329 -0.27839 -6.57719  0.236
O -5.31308 0.00643 -5.24241  -0.495
C -4.18383 0.43131 -4.58412  0.277
C -4.07509 0.87262 -3.29625  -0.238
H -0.72017 1.43200 -3.33311  0.219
H -0.98757 0.62901 -5.69002  0.223
H -5.17413 -1.30455 -6.82926  0.161
H -5.37328 0.43091 -7.26354  0.154
H -4.92037 0.95455 -2.62989  0.257

**HOMO-LUMO gap**: 7.388 eV
**2S+1**: 1
**LUMO level**: -0.32 eV
**E_tot**: -52983.536 eV
**HOMO**: -0.2834 Eh
**Energy relative to the best compared isomer or geometry (same formula, charge and spin)**: 0.0 kcal/mol


No. 3
A molecular structure, C31H24BrClN6O10Zn, computed with wB97M-V/def2-TZVPD.

Last column: Löwdin charge in e.
Positions of all 74 atoms, in Å:
Zn 0.33000 -0.35700 -0.94920  0.769
O -2.86750 4.99290 0.46690  0.094
C -2.64640 4.66360 1.71300  -0.541
O -3.07010 5.32850 2.63920  0.022
C -1.85810 3.42530 1.96280  -0.049
C -1.45390 2.98450 3.21580  -0.560
Cl -1.60140 3.82060 4.68650  0.800
N -0.80750 1.79800 3.06570  -0.046
N -0.76820 1.46790 1.77500  0.163
C -1.37930 2.40470 1.08480  -0.103
C -1.45970 2.27090 -0.42240  -0.556
O -1.99190 3.20950 -1.05490  0.037
O -0.99370 1.24350 -0.94060  -0.033
C -0.24570 0.91060 4.00260  -0.177
C -0.61210 0.90150 5.34390  -0.057
C -0.02790 -0.01430 6.20200  -0.101
C 0.91110 -0.91830 5.73800  -0.100
C 1.24930 -0.92500 4.39540  -0.066
C 0.66530 -0.02680 3.52570  -0.005
H -2.49230 4.28650 -0.21960  0.056
H -1.34720 1.58970 5.72340  0.052
H -0.31370 -0.02000 7.24500  0.094
H 1.37080 -1.61760 6.42150  0.093
H 1.97440 -1.62610 4.01540  0.112
H 0.88710 -0.05450 2.47310  0.076
C -3.66050 -1.95070 1.99160  -0.067
C -2.36370 -1.14110 2.06530  -0.274
O -1.26890 -1.73980 1.42630  -0.202
C -0.72770 -2.87780 2.05480  -0.280
C 0.59010 -3.22060 1.37760  -0.054
H -4.46300 -1.36750 2.43480  0.070
H -3.57620 -2.89240 2.53240  0.063
H -3.91340 -2.15590 0.95460  0.071
H -2.12870 -0.93430 3.12290  0.114
H -2.49720 -0.19220 1.54180  0.110
H -1.42170 -3.73250 1.96610  0.114
H -0.57450 -2.66350 3.12440  0.109
H 0.40640 -3.45920 0.33370  0.066
H 1.06610 -4.06980 1.86570  0.075
H 1.24880 -2.35820 1.40750  0.061
O 1.88910 -0.11330 -2.41700  -0.197
N 3.09410 0.33350 -2.40570  -0.002
C 4.11320 -0.48090 -2.60520  -0.320
C 5.40560 0.06880 -2.63420  -0.225
N 6.48900 0.45610 -2.68750  0.128
C 4.09680 -1.87500 -2.82340  -0.202
N 4.08830 -3.00920 -3.02470  0.138
O 3.26940 0.55140 1.83410  0.029
C 2.58250 0.75540 0.83450  -0.598
O 1.59200 0.04430 0.49180  -0.109
C 2.95650 1.94740 -0.04520  -0.112
C 4.25200 2.45470 0.04550  -0.010
C 4.66400 3.47690 -0.77990  0.006
C 3.77070 4.00750 -1.71060  -0.164
C 2.46000 3.53670 -1.78230  0.028
C 2.05690 2.52490 -0.93650  -0.021
N 4.21410 5.03170 -2.59250  -0.361
O 3.49580 5.35280 -3.52660  0.057
O 5.29880 5.55750 -2.37770  0.044
H 4.92920 2.01240 0.76130  0.116
H 5.67150 3.86170 -0.73820  0.112
H 1.77960 3.95860 -2.50650  0.122
H 1.05040 2.14840 -0.99700  0.082
Br -2.99330 -4.60990 -4.91200  0.622
C -2.00420 -3.46550 -3.72250  -0.696
C -1.00460 -2.66590 -4.23250  -0.147
C -0.32240 -1.82730 -3.36390  -0.122
C -0.60900 -1.76840 -2.00190  -0.178
C -1.61990 -2.60790 -1.54070  -0.128
C -2.32140 -3.45940 -2.38170  -0.155
H -0.76830 -2.68450 -5.28760  0.091
H 0.45770 -1.19860 -3.76170  0.074
H -1.87470 -2.59470 -0.49510  0.063
H -3.11020 -4.09680 -2.00290  0.087

**HOMO-LUMO gap**: 7.721 eV
**2S+1**: 1
**LUMO level**: 3.70 eV
**E_tot**: -192935.300 eV
**HOMO**: -0.1478 Eh
**Total charge**: -2